Version w
Computed, not measured: a 2-piece molecular cluster, F2HPS overall, with ωB97M-V/def2-TZVPD.

```
5
Properties=species:S:1:pos:R:3
F -2.462 0.240 -0.368
F -1.503 2.261 0.341
P -1.402 0.706 0.736
S -1.817 0.259 2.558
H 0.306 -0.155 -0.099
```

Calculated values
- E_LUMO: -1.505 eV
- HOMO-LUMO gap: 8.7 eV

Version x
Computed, not measured: a 2-piece molecular cluster, F2HPS overall, with ωB97M-V/def2-TZVPD.

```
5
Properties=species:S:1:pos:R:3
F -0.429 -1.310 -0.921
F 1.695 -0.700 -0.186
P 0.220 -0.057 -0.083
S 0.132 1.488 -1.372
H -1.617 0.580 2.564
```

Calculated values
- E_LUMO (spin up / spin down): -3.484 / 0.208 eV
- HOMO-LUMO gap (spin up / spin down): 7.1 / 10.8 eV

Order of stability, best first: version w, version x

Version w
Computed, not measured: a 2-piece molecular cluster, C2HO5 overall, with ωB97M-V/def2-TZVPD.

```
8
Properties=species:S:1:pos:R:3
C -0.259 1.657 -0.471
C 0.798 0.648 0.163
O -1.126 2.146 0.202
O 0.166 1.743 -1.611
O -0.708 -2.594 0.155
O 0.293 -1.542 0.288
O 1.941 0.536 0.241
H -1.106 -2.594 1.033
```

Calculated values
- E_LUMO (spin up / spin down): 3.938 / 3.938 eV
- Net charge: -1
- HOMO-LUMO gap (spin up / spin down): 7.6 / 7.6 eV

Version x
Computed, not measured: a 3-piece molecular cluster, C2HO5 overall, with ωB97M-V/def2-TZVPD.

```
8
Properties=species:S:1:pos:R:3
C -3.468 -0.486 -0.001
C -1.483 0.041 -0.159
O -3.487 -1.490 0.549
O -3.970 0.381 -0.626
O -1.241 1.222 -0.815
O -1.182 1.078 0.588
O 1.332 -0.080 1.413
H 0.438 0.249 1.226
```

Calculated values
- E_LUMO (spin up / spin down): 3.520 / 2.308 eV
- Net charge: -1
- HOMO-LUMO gap (spin up / spin down): 9.0 / 4.7 eV

Version y
Computed, not measured: C2HO5 as an isolated structure, with ωB97M-V/def2-TZVPD.

```
8
Properties=species:S:1:pos:R:3
C -0.194 0.700 0.184
C 0.226 -0.652 0.720
O 0.124 1.754 0.681
O -1.313 0.569 -0.614
O 1.150 -0.054 -0.933
O 1.463 -0.776 0.283
O -0.411 -1.657 1.055
H -1.045 0.115 -1.377
```

Calculated values
- E_LUMO: 4.221 eV
- Net charge: -1
- HOMO-LUMO gap: 8.9 eV

Order of stability, best first: version y, version w, version x